{
  "formula": "C21H20BF2NO4",
  "method": "the ωB97M-V functional and the def2-TZVPD basis",
  "total_charge": 0,
  "e_tot_ev": -37897.2260,
  "gap_ha": 0.2402,
  "homo_ev": -7.8,
  "e_above_lowest_ev": 0.000,
  "species": ["O", "C", "F", "C", "C", "C", "H", "C", "H", "C", "H", "C", "H", "H", "H", "H", "C", "O", "H", "H", "H", "H", "C", "H", "C", "H", "O", "H", "F", "O", "C", "N", "C", "C", "C", "C", "C", "H", "H", "H", "H", "B", "C", "H", "C", "H", "C", "C", "C"],
  "coordinates": [[-1.848, 1.006, -3.848], [-0.195, -1.308, 4.049], [3.592, 2.946, -1.601], [0.475, 2.056, -7.885], [0.376, 1.529, -3.664], [-1.368, 0.157, 0.781], [0.841, 1.130, -8.313], [-1.081, -0.478, 1.967], [1.606, -1.438, 5.206], [0.579, 0.953, 3.337], [1.165, -2.194, 1.895], [-0.670, 1.038, -1.439], [-2.606, -2.580, 0.963], [-2.395, 0.030, 0.421], [2.256, -0.968, 2.524], [-1.608, 0.797, -1.895], [1.566, 1.853, -4.288], [1.462, 1.992, -1.538], [-1.547, -3.923, 6.467], [0.497, 1.106, 0.279], [0.677, -3.070, 6.793], [2.535, 2.076, -6.173], [-0.826, 1.295, -4.444], [1.532, 0.905, 3.853], [-3.015, -2.067, 1.846], [-0.486, 2.269, -8.284], [-0.785, 1.492, -5.792], [0.671, 1.613, 2.477], [3.358, 0.756, -1.866], [2.715, 2.140, -3.603], [-1.178, -3.187, 5.776], [-1.965, -1.366, 2.611], [0.213, -0.474, 2.828], [0.424, 1.790, -6.416], [-1.990, -2.735, 4.753], [0.118, -2.741, 5.960], [1.330, -1.134, 2.022], [-0.155, 1.335, 4.030], [1.378, -0.723, 0.999], [-3.758, -1.346, 1.499], [1.146, 2.866, -8.187], [2.808, 1.965, -2.189], [1.582, 1.890, -5.692], [-2.972, -3.159, 4.671], [-0.454, 0.769, -0.087], [-3.508, -2.790, 2.480], [0.393, 1.519, -2.233], [-1.469, -1.824, 3.843], [0.586, -1.767, 5.106]]
}